Entry 1:
{"formula": "C9H11BO2", "method": "ωB97M-V with the def2-TZVPD basis set", "e_tot_ev": -14283.4958, "molar_mass_g_mol": 162.0, "de_lowest_kj_mol": 108.5, "homo_ev": -8.834, "orbital_gap_ev": 9.1, "smiles": "OB(O)C1(c2ccccc2)CC1", "species": ["O", "B", "O", "C", "C", "C", "C", "C", "C", "C", "C", "C", "H", "H", "H", "H", "H", "H", "H", "H", "H", "H", "H"], "coordinates": [[0.1251, 1.8183, 1.9981], [0.8394, 1.9114, 0.8776], [1.3750, 3.1290, 0.4782], [0.7566, 0.7188, -0.2148], [-0.2127, -0.4140, -0.0570], [-1.4476, -0.1050, -0.6401], [-2.4558, -1.0392, -0.6198], [-2.2396, -2.2111, 0.0653], [-1.1195, -2.4269, 0.7760], [-0.0670, -1.5205, 0.7250], [1.4527, 0.6879, -1.6070], [2.2207, -0.1101, -0.6718], [0.1323, 2.5776, 2.5887], [1.0539, 3.9205, 0.8018], [-1.5993, 0.8286, -1.0758], [-3.3284, -0.7799, -1.1882], [-3.1154, -2.8862, 0.3165], [-1.0112, -3.2610, 1.4197], [0.8819, -1.6708, 1.2631], [1.7644, 1.5880, -2.0142], [0.8293, 0.1822, -2.4359], [2.0754, -1.1457, -0.5655], [3.0897, 0.2083, -0.2198]], "forces_ev_per_angstrom": [[-0.707, -0.624, 1.500], [-0.221, 0.355, -2.794], [1.495, -2.846, -1.465], [3.669, -1.727, -0.002], [-0.977, 2.785, -0.027], [0.293, -2.186, 0.650], [0.388, 0.894, -0.667], [-3.523, -1.367, 0.767], [1.875, 0.292, 0.676], [0.719, -0.519, 0.073], [-2.993, -1.469, -0.807], [-2.462, 1.387, 0.722], [0.074, -0.055, -0.126], [-0.950, 2.226, 1.342], [-0.083, 1.388, -0.885], [-0.661, -0.369, 0.183], [1.097, 0.627, -0.912], [-0.119, -0.829, 0.411], [-0.597, -0.064, -0.203], [1.119, 1.710, -0.228], [1.009, 0.384, 1.540], [-0.257, -1.059, -0.329], [1.812, 1.068, 0.582]]}

***

Entry 2:
{"formula": "C19H21Br2NO3", "method": "ωB97M-V with the def2-TZVPD basis set", "e_tot_ev": -167758.7204, "molar_mass_g_mol": 471.2, "homo_ev": -7.572, "orbital_gap_ev": 5.9, "smiles": "COc1ccc(C=C2C=C(Br)C(=O)C(Br)=C2)cc1.OC[C@@H]1CCCN1", "species": ["C", "O", "C", "C", "C", "C", "C", "C", "C", "C", "Br", "C", "O", "C", "Br", "C", "C", "C", "H", "H", "H", "H", "H", "H", "H", "H", "H", "H", "O", "C", "C", "C", "C", "C", "N", "H", "H", "H", "H", "H", "H", "H", "H", "H", "H", "H"], "coordinates": [[-6.3930, 0.3595, 3.3323], [-5.9906, -0.7598, 2.5161], [-4.6817, -1.1030, 2.4986], [-3.6852, -0.4090, 3.2319], [-2.3513, -0.6697, 2.9775], [-1.9731, -1.6126, 1.9776], [-0.6609, -1.7566, 1.4531], [0.4619, -0.9986, 1.8739], [1.7309, -1.6307, 2.0812], [2.8452, -0.9194, 2.4163], [4.4963, -1.7730, 2.7396], [2.8152, 0.5719, 2.5248], [3.8305, 1.2481, 2.7090], [1.4718, 1.1844, 2.3389], [1.3436, 3.0678, 2.4593], [0.3748, 0.4182, 2.0532], [-2.9937, -2.4607, 1.4639], [-4.3159, -2.1790, 1.6478], [-7.4389, 0.4951, 3.0635], [-6.2948, 0.1150, 4.3992], [-5.8167, 1.2675, 3.1042], [-3.9722, 0.3376, 3.9794], [-1.5895, -0.1315, 3.5410], [-0.4711, -2.6399, 0.8357], [1.7946, -2.7133, 1.9680], [-0.5861, 0.9144, 1.9115], [-2.6801, -3.3248, 0.8826], [-5.1006, -2.7563, 1.1653], [-2.9498, -2.5727, -1.4401], [-2.6387, -1.9467, -2.6670], [-1.8854, -0.6651, -2.3480], [-1.1491, -0.0381, -3.5447], [0.0981, 0.6268, -2.9410], [0.2466, 0.0287, -1.5222], [-0.8733, -0.8451, -1.3593], [-3.5085, -3.3418, -1.6289], [-2.0034, -2.6091, -3.2725], [-3.5604, -1.6608, -3.1971], [-2.6535, 0.0512, -1.9819], [-0.8548, -0.8440, -4.2244], [-1.8043, 0.6521, -4.0821], [0.9942, 0.4435, -3.5377], [-0.0648, 1.7056, -2.8685], [1.1902, -0.5320, -1.4306], [0.3071, 0.8316, -0.7650], [-1.1397, -1.1932, -0.4510]], "forces_ev_per_angstrom": [[0.074, -0.448, -0.230], [0.374, 0.122, 0.420], [0.442, 0.309, -0.311], [-0.564, -0.255, -0.138], [0.169, -0.208, -0.537], [-1.131, 0.349, 0.046], [2.011, 0.015, 2.073], [-1.275, -0.652, -0.766], [1.178, 0.092, -0.592], [-0.998, 0.113, -0.096], [-0.235, 0.143, -0.035], [1.053, 0.732, 0.044], [-1.237, -0.901, -0.125], [-0.490, -1.071, -0.140], [0.049, -0.352, -0.035], [0.424, 1.203, 0.634], [0.669, 0.294, -0.147], [-0.654, 0.440, 0.820], [0.086, 0.151, 0.201], [-0.051, 0.065, -0.256], [-0.136, -0.293, -0.053], [0.206, -0.359, -0.336], [-0.205, -0.160, -0.190], [0.030, -0.049, 0.458], [0.012, 0.251, 0.033], [0.303, -0.146, -0.132], [-0.160, 0.332, -0.118], [0.131, 0.096, 0.150], [-0.536, -0.560, 0.164], [0.360, 0.378, -0.333], [-0.798, 0.815, 0.232], [-0.130, -0.559, 0.114], [-0.223, 0.187, 0.240], [0.868, 0.364, 0.250], [0.145, -1.047, -0.291], [0.219, 0.302, 0.112], [-0.158, 0.099, -0.063], [0.228, -0.271, -0.141], [0.057, -0.052, -0.166], [-0.038, 0.103, -0.054], [0.208, -0.062, -0.014], [-0.162, 0.128, 0.016], [0.180, -0.103, -0.056], [-0.125, 0.130, -0.021], [-0.141, -0.111, -0.185], [-0.032, 0.445, -0.446]]}

***

Entry 3:
{"formula": "C4H7N3S", "method": "ωB97M-V with the def2-TZVPD basis set", "e_tot_ev": -19563.3964, "molar_mass_g_mol": 129.2, "de_lowest_kj_mol": 422.8, "homo_ev": -8.871, "orbital_gap_ev": 9.6, "smiles": "SC[C@H]1C=NNC=N1", "species": ["S", "C", "C", "C", "N", "N", "C", "N", "H", "H", "H", "H", "H", "H", "H"], "coordinates": [[-0.6710, -2.5755, -0.3602], [-1.0744, -0.8971, 0.0684], [0.1120, -0.2609, 0.8546], [1.3837, -0.4083, 0.0215], [1.6737, 0.5890, -0.7587], [0.7737, 1.6633, -0.7300], [-0.1349, 1.7606, 0.2035], [-0.5818, 1.0343, 1.1942], [-1.2966, -2.6683, -1.5572], [-2.0625, -1.0529, 0.8362], [-1.3314, -0.2916, -0.8838], [0.2688, -0.9047, 1.5783], [2.1196, -1.2057, 0.2953], [1.2123, 2.4670, -1.0562], [-0.3913, 2.7508, 0.2940]], "forces_ev_per_angstrom": [[0.224, -1.311, -0.953], [-2.771, -0.228, 0.709], [-3.334, 0.127, -3.686], [-0.162, 3.396, 0.053], [0.822, -1.541, 0.637], [1.438, -4.074, -1.253], [-2.105, 1.446, 4.331], [3.886, -0.516, -2.566], [0.184, 0.074, 0.378], [2.707, 1.264, -2.238], [0.290, -0.939, 1.791], [0.412, -2.540, 4.581], [-0.736, 0.831, -0.920], [0.447, 1.480, -0.743], [-1.303, 2.530, -0.120]]}

***

Entry 4:
{"formula": "C30H30BClN2O4Y", "method": "ωB97M-V with the def2-TZVPD basis set", "e_tot_ev": -57008.8295, "charge": 1, "molar_mass_g_mol": 617.8, "de_lowest_kj_mol": 1.3, "homo_ev": -10.318, "orbital_gap_ev": 6.7, "species": ["Y", "Cl", "C", "C", "C", "C", "O", "C", "C", "N", "C", "C", "C", "C", "C", "C", "C", "C", "N", "C", "C", "H", "H", "H", "H", "H", "H", "H", "H", "H", "H", "C", "C", "C", "O", "C", "H", "H", "H", "H", "H", "H", "H", "H", "C", "C", "C", "C", "C", "C", "C", "C", "O", "B", "O", "C", "C", "H", "H", "H", "H", "H", "H", "H", "H", "H", "H", "H", "H"], "coordinates": [[0.2079, -1.0375, 1.7291], [5.4938, -6.0411, -0.5014], [4.1197, -5.0594, -0.1212], [2.9073, -5.2772, -0.7854], [1.8057, -4.5112, -0.4887], [1.8705, -3.4915, 0.4715], [0.7885, -2.7985, 0.7597], [3.0952, -3.2698, 1.1338], [3.2801, -2.2847, 2.1627], [2.4352, -1.3809, 2.5385], [2.7884, -0.4914, 3.5892], [4.0626, -0.0862, 3.8821], [4.3231, 0.7654, 4.9777], [3.3090, 1.2154, 5.7696], [1.9722, 0.8580, 5.4694], [0.8721, 1.3071, 6.2325], [-0.3994, 0.9498, 5.8793], [-0.5756, 0.1564, 4.7378], [0.4244, -0.2921, 4.0048], [1.7078, 0.0274, 4.3644], [4.2091, -4.0788, 0.8287], [2.8448, -6.0593, -1.5301], [0.8633, -4.6785, -0.9924], [4.2411, -2.3420, 2.6760], [4.8909, -0.4046, 3.2633], [5.3436, 1.0574, 5.1833], [3.5067, 1.8577, 6.6175], [1.0505, 1.9369, 7.0953], [-1.2600, 1.2773, 6.4437], [-1.5760, -0.1156, 4.4164], [5.1457, -3.9179, 1.3479], [-3.9742, -1.0187, 0.2490], [-3.2888, -2.3458, -0.0856], [-2.6086, -2.6952, 1.2200], [-2.0974, -1.4075, 1.6831], [-3.0394, -0.3596, 1.2629], [-4.9536, -1.1952, 0.6923], [-4.1110, -0.3894, -0.6275], [-2.5393, -2.2136, -0.8668], [-3.9921, -3.1128, -0.4037], [-1.7574, -3.3670, 1.1210], [-3.3047, -3.0747, 1.9697], [-2.4462, 0.4433, 0.8298], [-3.5585, -0.0062, 2.1527], [-2.6421, 4.3041, -5.0593], [-1.9995, 2.9114, -5.1239], [-3.1142, 1.8763, -5.2758], [-1.0935, 2.8242, -6.3599], [-1.1653, 2.6794, -3.8629], [-0.0989, 3.5426, -3.5796], [0.7133, 3.4010, -2.4607], [0.4249, 2.3514, -1.6181], [1.0552, 1.9718, -0.4506], [0.3951, 0.8446, 0.0186], [-0.6699, 0.5387, -0.8829], [-0.6206, 1.4929, -1.8783], [-1.4317, 1.6276, -2.9852], [-3.2444, 4.4809, -5.9526], [-1.8903, 5.0917, -5.0021], [-3.2901, 4.3926, -4.1853], [-3.6748, 2.0803, -6.1888], [-3.8180, 1.9144, -4.4414], [-2.7166, 0.8621, -5.3518], [-1.6785, 2.9967, -7.2656], [-0.6312, 1.8381, -6.4335], [-0.2969, 3.5680, -6.3308], [0.1116, 4.3584, -4.2585], [1.5327, 4.0785, -2.2648], [-2.2334, 0.9239, -3.1584]], "forces_ev_per_angstrom": [[0.130, -0.108, -0.308], [0.000, 0.002, 0.002], [-0.028, -0.004, -0.016], [0.036, 0.003, 0.016], [0.021, -0.002, -0.047], [-0.210, -0.106, -0.011], [-0.007, 0.129, 0.024], [0.125, 0.039, 0.127], [0.007, -0.018, -0.017], [-0.103, 0.107, 0.092], [-0.070, -0.037, 0.009], [0.048, 0.044, 0.045], [-0.021, -0.023, -0.032], [-0.021, -0.020, -0.020], [0.047, 0.056, 0.056], [-0.038, -0.016, -0.012], [0.039, 0.011, 0.006], [0.011, 0.025, 0.050], [0.023, 0.033, 0.087], [0.056, -0.072, -0.074], [0.018, 0.004, -0.004], [0.004, 0.002, 0.000], [0.006, 0.001, 0.002], [0.008, -0.002, 0.007], [-0.007, -0.010, -0.006], [0.002, -0.002, -0.007], [-0.009, 0.000, 0.000], [0.005, 0.000, -0.005], [0.003, -0.004, -0.001], [0.009, -0.006, -0.015], [-0.002, 0.002, 0.000], [-0.022, 0.041, -0.031], [0.005, -0.041, 0.026], [-0.009, 0.068, -0.053], [0.027, -0.015, 0.000], [0.027, -0.030, 0.067], [0.006, -0.010, 0.013], [0.013, -0.004, -0.004], [0.007, 0.013, -0.002], [0.003, -0.001, 0.007], [-0.004, -0.016, 0.018], [-0.004, -0.013, -0.006], [-0.011, 0.013, -0.018], [-0.007, 0.002, -0.001], [0.008, -0.002, -0.008], [-0.006, 0.015, 0.007], [-0.005, 0.001, 0.005], [0.004, 0.000, -0.004], [0.004, 0.001, -0.006], [0.004, 0.010, 0.009], [-0.011, 0.016, -0.041], [-0.027, -0.051, 0.093], [0.078, 0.025, 0.010], [-0.251, -0.084, -0.057], [0.026, 0.013, 0.115], [0.072, 0.065, -0.109], [0.006, -0.048, 0.019], [0.000, 0.001, 0.003], [-0.005, 0.000, 0.000], [-0.001, -0.001, -0.002], [-0.001, -0.001, -0.001], [0.003, 0.001, -0.001], [-0.002, 0.003, -0.005], [0.001, -0.004, 0.002], [0.000, 0.003, 0.002], [-0.004, -0.001, 0.004], [-0.006, -0.001, -0.001], [0.000, -0.004, 0.008], [-0.001, 0.012, -0.002]]}

***

LUMO values (in eV) by entry order: 0.31 -1.64 0.72 -3.61.